# 1
A molecular structure, C34H89O37S11V, computed with ωB97M-V/def2-TZVPD.

Last column: Löwdin charge in e.
Atoms and positions in Å:
O 0.3104 0.3861 -1.1937  -0.193
V 0.0265 -0.8526 -0.2648  1.003
O -3.0172 1.2173 1.3327  0.148
C -2.0500 0.3600 0.9712  -0.806
O -0.8798 0.4563 1.3709  -0.022
O -2.1427 -0.4616 0.1013  0.011
H -3.7345 0.8061 0.8448  0.035
O -1.4719 2.4037 -2.2884  -0.305
S -1.1197 3.1558 -3.4887  0.656
O -1.2169 2.6143 -4.8144  -0.277
O -1.8235 4.6330 -3.4685  -0.256
C -3.1393 4.6901 -2.9406  -0.302
C -3.8144 5.8370 -3.6470  -0.055
C 0.6626 3.6936 -3.1999  -0.073
H -3.1556 4.7842 -1.8548  0.115
H -3.6552 3.7489 -3.1303  0.090
H -3.1150 6.6583 -3.8035  0.086
H -4.6559 6.2606 -3.0988  0.082
H -4.2143 5.5435 -4.6176  0.085
H 0.9468 4.4858 -3.8925  0.063
H 1.3525 2.8659 -3.3647  0.058
H 0.7435 4.1429 -2.2102  0.051
O 5.1494 2.7912 0.3376  -0.299
S 4.1083 2.6673 -0.6893  0.715
O 2.6923 2.4454 -0.2954  -0.320
O 4.0754 3.9946 -1.6371  -0.294
C 5.2664 4.6614 -2.0021  -0.259
C 5.0047 6.1482 -2.5129  -0.032
C 4.6200 1.3512 -1.9996  -0.046
H 5.7206 4.0348 -2.7697  0.107
H 5.9474 4.6984 -1.1518  0.108
H 4.8909 6.8423 -1.6802  0.064
H 4.1517 6.0770 -3.1878  0.074
H 5.8136 6.4709 -3.1683  0.075
H 5.3459 1.6525 -2.7549  0.068
H 3.7213 0.8182 -2.3102  0.051
H 5.1262 0.5833 -1.4146  0.036
O 0.8162 0.4066 8.3379  -0.301
S 1.2300 -0.3588 7.1443  0.737
O 0.8102 -1.7758 6.9675  -0.320
O 0.8268 0.4156 5.7065  -0.280
C -0.5278 0.4605 5.3374  -0.279
C -0.8666 -0.7354 4.4943  -0.073
C 3.0781 -0.1634 6.9389  -0.085
H -0.6880 1.3520 4.7311  0.121
H -1.2806 0.6052 6.1123  0.133
H -0.1574 -0.7982 3.6689  0.049
H -1.8549 -0.7170 4.0349  0.071
H -0.8677 -1.6944 5.0124  0.076
H 3.2507 -0.6972 6.0044  0.034
H 3.5745 -0.6481 7.7797  0.071
H 3.3976 0.8701 6.8051  0.071
O 1.1859 -2.0724 -4.9628  -0.312
S 0.9910 -0.6574 -5.2300  0.655
O 0.6318 0.2069 -4.1161  -0.289
O 2.3524 -0.0093 -5.8745  -0.247
C 2.8822 -0.5243 -7.0869  -0.310
C 4.3251 -0.1296 -7.2375  -0.062
C -0.2546 -0.5578 -6.6005  -0.073
H 2.3069 -0.4716 -8.0113  0.122
H 2.8862 -1.6119 -7.0138  0.110
H 4.8685 -0.1334 -6.2926  0.083
H 4.4324 0.8990 -7.5817  0.078
H 4.7219 -0.7934 -8.0056  0.088
H -0.2510 0.4615 -6.9866  0.075
H -1.1531 -0.8878 -6.0792  0.053
H -0.0075 -1.2539 -7.4021  0.068
O -0.0365 -2.6435 0.9510  -0.369
S -0.0565 -3.8926 1.7658  0.789
O -1.2711 -4.6478 2.0055  -0.267
O 0.9064 -5.0385 0.9713  -0.270
C 0.9541 -6.2939 1.5359  -0.294
C 1.4359 -7.3674 0.4540  -0.024
C 1.0070 -3.6201 3.3107  -0.034
H -0.0433 -6.6235 1.8272  0.108
H 1.5871 -6.3289 2.4226  0.116
H 1.0030 -8.3408 0.6848  0.074
H 2.5043 -7.5831 0.4474  0.064
H 1.0152 -7.1040 -0.5164  0.058
H 2.0535 -3.6543 3.0076  0.067
H 0.8369 -4.4603 3.9839  0.080
H 0.8499 -2.6599 3.8021  0.037
O -6.8965 -1.7457 5.5791  -0.285
S -6.8921 -1.1708 4.2450  0.672
O -6.7251 0.2585 3.9951  -0.298
O -5.9184 -2.1027 3.2192  -0.251
C -4.5831 -1.5767 3.0617  -0.285
C -3.7259 -2.5592 2.2906  -0.053
C -8.4652 -1.6189 3.5318  -0.121
H -4.2111 -1.2027 4.0155  0.115
H -4.5940 -0.7047 2.4078  0.082
H -3.7260 -3.5281 2.7901  0.085
H -2.7645 -2.1500 1.9802  0.057
H -4.2399 -2.6629 1.3351  0.076
H -8.8341 -2.5399 3.9834  0.075
H -8.2938 -1.6778 2.4570  0.064
H -9.1285 -0.7866 3.7670  0.073
O 1.8774 -1.7581 -1.0765  -0.346
S 3.0944 -2.4087 -1.5231  0.757
O 4.1956 -1.7430 -2.2359  -0.271
O 3.6582 -3.3530 -0.2904  -0.272
C 4.9895 -3.7882 -0.2675  -0.272
C 5.0609 -4.8189 0.8569  -0.040
C 2.6141 -3.8837 -2.6361  -0.037
H 5.5864 -2.9173 0.0034  0.114
H 5.2747 -4.1950 -1.2377  0.121
H 4.3676 -5.6476 0.7130  0.068
H 4.7175 -4.3352 1.7713  0.077
H 6.0482 -5.2375 1.0518  0.088
H 2.0161 -3.6327 -3.5121  0.042
H 2.1169 -4.6928 -2.1011  0.059
H 3.6258 -4.1234 -2.9635  0.056
O -5.2526 0.0983 0.2018  -0.309
S -5.8335 0.7728 -0.9454  0.712
O -5.9821 0.0678 -2.2042  -0.264
O -7.3308 1.3505 -0.4527  -0.245
C -7.5880 1.5638 0.9196  -0.303
C -8.1665 2.9540 1.1025  -0.056
C -4.9711 2.3820 -1.1911  -0.086
H -6.6700 1.5734 1.5072  0.099
H -8.1895 0.8145 1.4342  0.115
H -9.1934 2.8852 0.7436  0.081
H -7.6476 3.7743 0.6065  0.080
H -8.1393 3.1540 2.1736  0.086
H -4.7417 2.8646 -0.2411  0.081
H -5.4739 3.0560 -1.8846  0.077
H -4.0918 2.0197 -1.7239  0.049
O 1.6636 -0.6789 1.1963  -0.358
S 2.5654 -0.1853 2.2192  0.770
O 2.9048 -0.9346 3.4671  -0.307
O 4.0170 0.2237 1.4646  -0.258
C 5.1140 0.5709 2.2989  -0.310
C 6.4228 0.1330 1.6614  -0.046
C 2.0388 1.4908 2.7685  -0.061
H 5.0572 0.1848 3.3167  0.112
H 5.1418 1.6501 2.4495  0.107
H 6.5353 0.6889 0.7306  0.062
H 6.4042 -0.9440 1.4944  0.073
H 7.2661 0.4260 2.2867  0.091
H 1.9173 2.1082 1.8785  0.044
H 2.6360 1.8281 3.6156  0.092
H 1.0168 1.4138 3.1394  0.046
O 0.3219 4.1561 3.0846  -0.292
S -0.1860 5.1574 2.1761  0.709
O -1.2805 6.0743 2.5285  -0.288
O 1.0700 5.9342 1.3518  -0.253
C 2.3090 5.2584 1.3622  -0.300
C 3.3058 6.1322 0.6179  -0.062
C -0.8173 4.2621 0.6957  -0.098
H 2.1719 4.2339 1.0161  0.074
H 2.7312 5.1672 2.3630  0.121
H 2.9762 6.2870 -0.4095  0.068
H 4.3314 5.7771 0.7190  0.084
H 3.2488 7.1874 0.8850  0.089
H -0.1187 3.4699 0.4265  0.054
H -0.9834 4.9064 -0.1676  0.065
H -1.6985 3.7344 1.0607  0.059
O -0.8249 -2.2940 -1.6988  -0.363
S -1.7778 -2.8300 -2.7314  0.749
O -1.8124 -2.2004 -4.0260  -0.244
O -1.6449 -4.4484 -2.9033  -0.249
C -1.3411 -5.2402 -1.7454  -0.228
C -2.4940 -6.3312 -1.7601  -0.026
C -3.4539 -2.7077 -2.0079  -0.071
H -1.4496 -4.6541 -0.8327  0.091
H -0.3792 -5.7289 -1.9009  0.106
H -3.4131 -5.8170 -1.4794  0.071
H -2.2476 -7.0572 -0.9853  0.076
H -2.6083 -6.7648 -2.7537  0.084
H -4.2402 -3.3217 -2.4470  0.085
H -3.8404 -1.6901 -2.0631  0.061
H -3.4043 -3.0492 -0.9739  0.059

As for the total charge: +1. The spin multiplicity is 2. Its expectation value of S² is 0.785. Its HOMO energy (spin up / spin down) is -11.6 / -12.0 eV. As for the relative energy (zero: lowest compared OMol25 entry of this formula, charge and spin): 4.3 kJ/mol.

---

# 2
3 unconnected molecules or ions with the total composition C15H21BF6NO13S2, computed with ωB97M-V/def2-TZVPD.

Last column: natural (NBO) charge in e.
Atoms and positions in Å:
C 0.0721 2.5185 -5.2213  -0.707
C 0.4178 2.2888 -3.8097  0.549
N 1.6286 2.3019 -3.3455  -0.465
C 1.6980 2.0378 -1.8815  -0.214
C 0.2959 2.5376 -1.5204  -0.328
C -0.2758 2.1656 -0.1734  0.550
O -0.7362 1.0748 0.0354  -0.474
C -0.4041 3.2645 0.9218  0.556
F -1.7057 3.2790 1.2659  -0.288
F -0.0990 4.4481 0.3505  -0.306
C 0.4336 3.1316 2.2756  0.593
F 1.1370 4.2703 2.4061  -0.289
F -0.4014 3.0268 3.3036  -0.274
C 1.4758 1.9912 2.3881  0.532
F 2.2245 2.2321 3.4892  -0.291
F 2.2982 2.0634 1.2932  -0.332
C 0.9152 0.5619 2.5343  0.729
O -0.2557 0.3496 2.6023  -0.513
O 1.8501 -0.3926 2.5016  -0.648
C -0.5402 1.9764 -2.7085  -0.273
C -0.7545 0.4403 -2.7912  -0.807
B -2.2121 0.0327 -3.3269  1.153
O -3.1708 0.9913 -3.5761  -0.937
O -2.4958 -1.2600 -3.6078  -0.849
H -0.7206 1.8367 -5.5348  0.282
H -0.2993 3.5389 -5.3447  0.289
H 0.9319 2.3844 -5.8779  0.250
H 2.4546 2.4636 -3.9080  0.441
H 1.8317 0.9694 -1.7156  0.236
H 2.4927 2.6249 -1.4331  0.246
H 0.3220 3.6134 -1.6862  0.252
H 2.7210 -0.0388 2.7467  0.511
H -1.4772 2.5081 -2.8774  0.275
H -0.6030 -0.0347 -1.8252  0.296
H -0.0296 -0.0189 -3.4743  0.228
H -3.7512 1.1679 -2.8245  0.522
H -1.7642 -1.8710 -3.4682  0.501
C 1.9834 -4.5164 3.5686  -0.098
C 3.0153 -4.1623 2.5159  -0.101
O 4.1420 -3.7179 3.2790  -0.696
S 4.2334 -4.5383 4.6557  2.547
O 5.1503 -5.6067 4.5159  -0.884
O 4.3427 -3.5979 5.7087  -0.892
O 2.7510 -5.1366 4.6061  -0.684
H 1.4979 -3.6265 3.9745  0.191
H 1.2336 -5.2161 3.2112  0.216
H 2.6940 -3.3549 1.8635  0.203
H 3.3031 -5.0305 1.9202  0.199
C -3.5569 -1.8333 1.5071  -0.097
C -2.9204 -0.5973 0.9098  -0.112
O -2.7037 -0.9558 -0.4685  -0.722
S -3.8733 -1.9283 -0.9706  2.560
O -4.8471 -1.1661 -1.6642  -0.902
O -3.2644 -3.0591 -1.5682  -0.900
O -4.4419 -2.2979 0.4716  -0.681
H -2.8208 -2.6122 1.7123  0.195
H -4.1328 -1.6246 2.4033  0.224
H -1.9720 -0.3324 1.3560  0.247
H -3.5948 0.2607 0.9507  0.192

As for the total charge: +1. Its HOMO energy is -13.0 eV.

---

# 3
6 unconnected molecules or ions with the total composition C20H56NO25P5S, computed with ωB97M-V/def2-TZVPD.

Last column: Löwdin charge in e.
Atoms and positions in Å:
O 0.0452 -0.5064 -1.8765  -0.046
C 0.0167 0.0011 -3.1404  -0.358
N -0.9314 1.1740 -3.3807  0.086
C -1.5450 1.1384 -4.7637  -0.215
O -2.4113 2.2803 -5.0931  -0.134
C -3.5909 2.3679 -4.2224  -0.186
O -4.1584 1.0813 -3.7953  -0.210
C -5.1868 0.5860 -4.7340  -0.152
C -5.5377 -0.9885 -4.3007  -0.170
O -4.6776 -1.3451 -3.1508  -0.146
O 0.8957 -0.6072 -4.1561  -0.488
S 0.1510 -2.0297 -4.8196  0.795
H -1.6424 1.1748 -2.6166  0.119
H -0.6300 1.1911 -5.5296  0.156
H -2.0740 0.0991 -5.0172  0.130
H -3.2635 2.9675 -3.2577  0.147
H -4.4427 2.9964 -4.7458  0.158
H -6.1382 1.2656 -4.6755  0.132
H -4.7921 0.5475 -5.8465  0.137
H -6.6918 -1.0344 -3.9992  0.136
H -5.3660 -1.7493 -5.1790  0.126
H -3.8053 -1.7540 -3.4718  0.123
H -0.0056 -1.6685 -6.1955  -0.085
C 1.1587 -5.4522 -2.1386  -0.107
O 0.3956 -5.8072 -1.0031  -0.229
P -1.1967 -5.5892 -1.0833  0.444
O -1.7878 -5.6961 -2.4543  -0.256
O -1.4808 -4.1897 -0.3384  -0.215
C -0.4164 -3.3127 -0.0548  -0.105
O -1.7608 -6.6637 -0.0243  -0.218
C -3.1606 -6.6730 0.1709  -0.120
H 2.1328 -5.0849 -1.8057  0.092
H 1.3045 -6.3336 -2.7679  0.097
H 0.6708 -4.6637 -2.7189  0.066
H 0.0393 -2.9602 -0.9833  0.072
H 0.3306 -3.8025 0.5748  0.090
H -0.8107 -2.4496 0.4879  0.095
H -3.6834 -6.7341 -0.7875  0.087
H -3.4684 -5.7692 0.7032  0.087
H -3.4276 -7.5450 0.7728  0.090
C -7.2659 5.4502 0.3443  -0.115
O -6.2509 5.4746 -0.6390  -0.229
P -4.7779 5.9231 -0.1717  0.444
O -4.4406 5.6206 1.2550  -0.246
O -4.6491 7.4769 -0.5757  -0.216
C -5.7975 8.2118 -0.9276  -0.115
O -3.8235 5.2059 -1.2529  -0.226
C -2.4390 5.4636 -1.1324  -0.115
H -8.2156 5.7192 -0.1252  0.092
H -7.3447 4.4426 0.7597  0.096
H -7.0624 6.1636 1.1483  0.084
H -6.4780 8.2788 -0.0754  0.087
H -6.3012 7.7552 -1.7832  0.092
H -5.4918 9.2231 -1.2083  0.093
H -2.1005 5.2829 -0.1086  0.090
H -2.2268 6.4981 -1.4150  0.088
H -1.8955 4.7956 -1.8051  0.083
C 8.0349 -4.6635 -0.2143  -0.118
O 7.2718 -5.0185 0.9212  -0.228
P 5.6795 -4.8004 0.8410  0.445
O 5.0884 -4.9074 -0.5301  -0.252
O 5.3954 -3.4010 1.5859  -0.214
C 6.4598 -2.5240 1.8694  -0.106
O 5.1154 -5.8750 1.8999  -0.215
C 3.7156 -5.8843 2.0951  -0.113
H 9.0090 -4.2962 0.1186  0.094
H 8.1807 -5.5448 -0.8436  0.095
H 7.5470 -3.8750 -0.7947  0.085
H 6.9155 -2.1715 0.9410  0.090
H 7.2068 -3.0138 2.4990  0.095
H 6.0655 -1.6609 2.4122  0.088
H 3.1928 -5.9454 1.1367  0.082
H 3.4078 -4.9805 2.6274  0.088
H 3.4486 -6.7563 2.6970  0.093
C 5.6103 1.4561 4.5216  -0.117
O 6.6253 1.4805 3.5383  -0.236
P 8.0983 1.9291 4.0056  0.442
O 8.4356 1.6266 5.4323  -0.246
O 8.2271 3.4828 3.6016  -0.214
C 7.0788 4.2177 3.2497  -0.111
O 9.0527 1.2119 2.9244  -0.220
C 10.4372 1.4696 3.0448  -0.118
H 4.6606 1.7251 4.0521  0.095
H 5.5315 0.4486 4.9370  0.094
H 5.8138 2.1695 5.3255  0.085
H 6.3982 4.2848 4.1019  0.088
H 6.5750 3.7611 2.3941  0.093
H 7.3844 5.2290 2.9690  0.094
H 10.7757 1.2888 4.0687  0.089
H 10.6494 2.5040 2.7622  0.088
H 10.9807 0.8016 2.3722  0.091
C -2.9601 2.1664 3.8286  -0.115
O -2.7854 1.1514 2.8607  -0.230
P -3.9199 1.0044 1.7289  0.448
O -4.6378 2.2696 1.3760  -0.244
O -4.8762 -0.1922 2.2265  -0.214
C -4.7952 -0.6545 3.5540  -0.115
O -3.1227 0.3226 0.5068  -0.215
C -3.8861 0.0123 -0.6415  -0.123
H -2.5421 1.8214 4.7778  0.091
H -2.4294 3.0669 3.5101  0.096
H -4.0183 2.3983 3.9798  0.086
H -5.0839 0.1387 4.2478  0.087
H -3.7862 -1.0093 3.7786  0.092
H -5.4885 -1.4910 3.6749  0.093
H -4.4632 0.8819 -0.9677  0.087
H -4.5612 -0.8201 -0.4262  0.091
H -3.2090 -0.2821 -1.4471  0.068

As for the total charge: 0. Its HOMO energy is -10.0 eV. As for the structure (SMILES): O=C(NCOCOCCO)OS.COP(=O)(OC)OC.COP(=O)(OC)OC.COP(=O)(OC)OC.COP(=O)(OC)OC.COP(=O)(OC)OC.

---

Number 1: F_max 6.97 eV/A. Number 2: F_max 0.74 eV/A. Number 3: F_max 8.76 eV/A.